# 1
{
  "formula": "C5H11F2P2",
  "method": "ωB97M-V with the def2-TZVPD basis set",
  "multiplicity": 1,
  "e_above_lowest_ev": 0.617,
  "total_charge": 1,
  "lumo_energy_ha": -0.21541,
  "e_tot_ha": -1079.218621,
  "elements": ["C", "C", "C", "C", "C", "F", "F", "P", "P", "H", "H", "H", "H", "H", "H", "H", "H", "H", "H", "H"],
  "coordinates": [[3.3044, -1.7640, 0.1421], [-1.8050, 1.5545, -0.7558], [-0.8628, -1.3422, -0.1020], [-1.4730, 1.0707, 0.6855], [-0.5103, -0.1648, 0.8031], [1.1947, 2.0260, 0.2542], [1.0787, 0.5187, -1.6427], [3.4082, -0.1000, 0.1283], [1.2524, 0.4527, 0.2359], [4.2854, -2.2619, 0.0620], [2.4362, -2.2636, 0.2324], [-1.9884, 2.6038, -0.6635], [-1.0779, 1.2011, -1.5980], [-2.8066, 1.0770, -1.1360], [-0.1648, -1.3400, -1.0408], [-0.7999, -2.2046, 0.5452], [-1.8523, -1.2597, -0.4358], [-2.2326, 0.6715, 1.3393], [-1.1121, 1.8742, 1.1466], [-0.2744, -0.3494, 1.8000]],
  "forces_ev_per_a": [[2.932, 2.687, -0.103], [-1.676, -3.116, -1.377], [2.664, 0.103, -0.384], [0.147, -3.611, -2.380], [1.062, 2.378, -2.570], [0.448, -1.153, 0.967], [0.485, -0.810, 4.491], [0.422, -0.300, 0.245], [-2.006, 1.704, -5.868], [-0.730, -0.041, -0.071], [-2.580, -2.143, 0.299], [0.213, 0.645, -0.597], [-0.947, 1.185, 1.860], [1.668, 0.934, 0.851], [-1.450, -0.528, 1.719], [0.267, -0.717, -0.489], [-1.416, 0.287, -0.546], [-1.168, 0.217, -0.292], [1.760, 3.100, 2.330], [-0.095, -0.820, 1.917]]
}

=====

# 2
{
  "formula": "C9H11NSi",
  "method": "ωB97M-V with the def2-TZVPD basis set",
  "multiplicity": 1,
  "e_above_lowest_ev": 1.936,
  "lumo_energy_ha": 0.02434,
  "smiles": "C[C@@]([SiH3])(C#N)c1ccccc1",
  "e_tot_ha": -693.711258,
  "elements": ["C", "C", "C", "C", "C", "C", "C", "C", "C", "N", "Si", "H", "H", "H", "H", "H", "H", "H", "H", "H", "H", "H"],
  "coordinates": [[1.8929, 1.0731, 0.3678], [-0.6186, -2.6582, -1.4628], [0.2332, -1.7253, -1.9871], [-1.2292, -2.3218, -0.2492], [0.6756, -0.5528, -1.2615], [-0.9306, -1.1130, 0.3598], [0.0439, -0.2108, -0.0580], [0.1457, 0.9892, 2.1707], [0.5510, 1.0099, 0.6201], [2.9858, 1.0109, 0.0597], [-0.4302, 2.5325, -0.0698], [-0.7755, -3.6712, -1.9256], [0.7430, -1.9780, -2.9913], [-2.0166, -2.9441, 0.1515], [1.3945, 0.1155, -1.7861], [-1.5886, -0.7800, 1.2041], [1.0937, 0.4861, 2.6452], [-0.6899, 0.2798, 2.2554], [0.0277, 1.9563, 2.6645], [-1.1127, 3.1693, 1.0922], [-1.0615, 1.9511, -1.1538], [0.6665, 3.3815, -0.6459]],
  "forces_ev_per_a": [[1.868, 0.475, 0.105], [-0.442, -0.987, 0.637], [2.686, 0.864, -1.289], [-0.072, 0.299, -0.638], [-1.254, -1.249, -1.965], [-1.463, 0.838, 1.639], [0.809, -1.825, -2.081], [3.168, -1.821, -0.013], [-4.645, 0.923, 2.469], [1.718, 0.232, -0.231], [2.486, 0.633, 1.036], [0.018, 1.382, 0.333], [-0.819, 0.652, 1.720], [0.083, -0.049, 0.190], [-0.516, -0.673, 0.716], [0.693, -0.782, -0.709], [-1.976, 0.761, -0.331], [0.315, 0.880, 0.494], [-0.245, -0.226, -0.316], [-0.223, -0.074, -0.577], [-1.682, -0.427, -1.456], [-0.507, 0.176, 0.266]]
}

=====

# 3
{
  "formula": "C27H18N9O3SV",
  "method": "ωB97M-V with the def2-TZVPD basis set",
  "multiplicity": 1,
  "lumo_energy_ha": [-0.06832, -0.06838],
  "e_tot_ha": -3100.407695,
  "elements": ["V", "C", "C", "C", "C", "C", "C", "N", "N", "C", "C", "C", "C", "C", "N", "H", "H", "H", "H", "H", "H", "H", "H", "H", "O", "N", "O", "C", "C", "C", "C", "C", "C", "N", "C", "C", "N", "C", "C", "C", "C", "H", "H", "H", "H", "H", "H", "H", "S", "N", "C", "O", "C", "C", "N", "C", "N", "H", "H"],
  "coordinates": [[0.0886, -0.1179, 0.8045], [-3.1711, -4.6798, 1.9691], [-1.8112, -4.5134, 1.7577], [-1.3219, -3.3159, 1.2564], [-2.2024, -2.2935, 0.9448], [-3.5678, -2.4516, 1.1596], [-4.0472, -3.6408, 1.6758], [-1.7063, -1.0489, 0.3966], [-2.5330, -0.5419, -0.4164], [-2.1375, 0.6701, -0.9954], [-3.0602, 1.3242, -1.7985], [-2.6926, 2.5171, -2.3788], [-1.4134, 3.0057, -2.1414], [-0.5604, 2.2831, -1.3330], [-0.9071, 1.1250, -0.7645], [-3.5487, -5.6099, 2.3730], [-1.1192, -5.3102, 1.9958], [-0.2599, -3.1676, 1.1202], [-4.2360, -1.6304, 0.9423], [-5.1075, -3.7538, 1.8578], [-4.0440, 0.8938, -1.9090], [-3.3903, 3.0710, -2.9914], [-1.0809, 3.9419, -2.5668], [0.4350, 2.6516, -1.1230], [4.7815, -1.0904, -4.6475], [5.1463, -0.2727, -3.8266], [6.2198, 0.2884, -3.8559], [4.2288, 0.0559, -2.7138], [4.5787, 1.1197, -1.9622], [3.7679, 1.5568, -0.8749], [4.0850, 2.6673, -0.0722], [3.2445, 3.0153, 0.9513], [2.0887, 2.2533, 1.1716], [1.7782, 1.2143, 0.4216], [2.5977, 0.8581, -0.5853], [2.2288, -0.2918, -1.3745], [1.0929, -0.9234, -1.0036], [0.7013, -1.9814, -1.6832], [1.4280, -2.4785, -2.7647], [2.5850, -1.8547, -3.1518], [3.0278, -0.7126, -2.4529], [5.4922, 1.6470, -2.1982], [4.9886, 3.2303, -0.2710], [3.4554, 3.8610, 1.5898], [1.3905, 2.4784, 1.9685], [-0.2140, -2.4589, -1.3557], [1.0753, -3.3541, -3.2907], [3.1508, -2.2340, -3.9847], [1.1759, -1.2349, 2.1501], [-0.6933, 0.8666, 4.1404], [-1.3327, 1.3510, 3.0442], [-0.7168, 1.3421, 1.9236], [-2.6303, 1.8816, 3.1509], [-3.2571, 2.3653, 1.9764], [-3.7465, 2.7487, 1.0034], [-3.2986, 1.8888, 4.3987], [-3.7946, 1.9057, 5.4409], [-1.2495, 0.7092, 4.9669], [0.0185, 0.1749, 3.9356]],
  "forces_ev_per_a": [[0.189, 0.285, -0.635], [-0.013, 0.032, -0.005], [-0.021, 0.021, 0.000], [0.144, -0.058, -0.075], [-0.052, 0.174, 0.041], [-0.071, 0.135, -0.001], [0.034, -0.062, 0.021], [0.256, 0.042, 0.221], [-0.153, 0.058, -0.150], [-0.055, -0.387, 0.203], [-0.095, 0.036, -0.045], [0.006, -0.016, 0.028], [0.024, 0.035, -0.024], [0.001, 0.012, 0.021], [-0.032, 0.128, -0.233], [-0.001, -0.001, 0.003], [-0.003, -0.008, -0.004], [-0.017, -0.011, 0.011], [0.004, -0.013, -0.010], [-0.001, -0.003, 0.004], [-0.003, 0.012, -0.028], [-0.005, -0.003, -0.001], [-0.005, 0.001, 0.004], [0.004, -0.023, 0.017], [-0.011, 0.088, -0.054], [0.121, -0.152, 0.004], [-0.040, 0.054, 0.026], [-0.153, 0.052, 0.129], [0.122, 0.012, -0.100], [-0.057, 0.010, 0.055], [0.063, 0.019, -0.020], [-0.013, 0.012, 0.022], [0.045, -0.022, -0.044], [-0.185, -0.017, 0.191], [-0.029, -0.026, -0.032], [0.031, 0.035, -0.001], [-0.127, 0.113, 0.116], [-0.018, 0.022, 0.067], [0.036, -0.004, -0.030], [0.003, -0.074, -0.032], [-0.033, -0.027, -0.012], [-0.003, 0.012, 0.002], [-0.005, 0.000, 0.000], [-0.001, -0.008, 0.005], [-0.011, 0.008, -0.009], [0.000, 0.012, 0.002], [-0.011, -0.002, 0.013], [-0.022, 0.009, 0.029], [0.190, -0.500, 0.371], [-0.112, -0.079, -0.082], [-0.203, -0.070, 0.161], [0.049, 0.012, -0.038], [0.136, -0.061, -0.097], [0.026, 0.029, 0.078], [-0.005, -0.027, -0.022], [-0.025, 0.221, -0.084], [0.012, -0.118, 0.023], [0.032, 0.022, 0.008], [0.065, 0.057, -0.009]]
}

=====

# 4
{
  "formula": "C4H13NO2",
  "method": "ωB97M-V with the def2-TZVPD basis set",
  "multiplicity": 1,
  "e_above_lowest_ev": 0.637,
  "lumo_energy_ha": 0.02845,
  "smiles": "CCCO.NCO",
  "e_tot_ha": -365.419068,
  "elements": ["C", "N", "O", "H", "H", "H", "H", "H", "C", "C", "C", "O", "H", "H", "H", "H", "H", "H", "H", "H"],
  "coordinates": [[2.2491, 0.4954, 0.0173], [3.0100, -0.7065, -0.1248], [1.3807, 0.7916, -1.0650], [0.8077, 0.0284, -1.2206], [2.4162, -1.5246, -0.2019], [3.6187, -0.6679, -0.9360], [2.9291, 1.3469, 0.0819], [1.6740, 0.4230, 0.9508], [-1.4197, 1.0285, 0.5548], [-1.8355, -0.1914, -0.2869], [-1.6643, -1.4937, 0.4844], [-1.0978, 2.1531, -0.2212], [-0.2613, 1.9812, -0.6811], [-0.5774, 0.7564, 1.2066], [-2.2490, 1.3352, 1.1964], [-1.2348, -0.2181, -1.2007], [-2.8741, -0.0762, -0.5986], [-1.9747, -2.3425, -0.1193], [-2.2714, -1.4795, 1.3860], [-0.6255, -1.6392, 0.7780]],
  "forces_ev_per_a": [[0.140, -0.110, 0.468], [0.145, -0.057, -0.175], [-0.339, 0.090, -0.397], [0.135, 0.087, 0.045], [0.086, 0.017, 0.072], [-0.103, -0.034, 0.085], [-0.110, -0.086, 0.028], [0.091, 0.068, -0.142], [-0.048, -0.295, -0.157], [0.127, 0.160, 0.332], [-0.141, 0.160, -0.177], [0.060, 0.355, -0.273], [-0.087, -0.040, 0.141], [-0.054, -0.041, 0.012], [0.067, -0.099, 0.059], [-0.038, 0.057, -0.037], [0.013, 0.033, -0.119], [-0.013, -0.141, 0.008], [-0.031, -0.076, 0.159], [0.100, -0.049, 0.067]]
}

=====

# 5
{
  "formula": "C19H45BO13P2",
  "method": "ωB97M-V with the def2-TZVPD basis set",
  "multiplicity": 1,
  "lumo_energy_ha": -0.00012,
  "smiles": "CCCCCCOC(=O)OB(O)O.CCOP(=O)(OCC)OCC.CCOP(=O)(OCC)OCC",
  "e_tot_ha": -2436.841971,
  "elements": ["C", "C", "C", "C", "C", "C", "O", "C", "O", "O", "B", "O", "O", "H", "H", "H", "H", "H", "H", "H", "H", "H", "H", "H", "H", "H", "H", "H", "O", "P", "O", "C", "C", "O", "C", "C", "O", "C", "C", "H", "H", "H", "H", "H", "H", "H", "H", "H", "H", "H", "H", "H", "H", "H", "O", "P", "O", "C", "C", "O", "C", "C", "O", "C", "C", "H", "H", "H", "H", "H", "H", "H", "H", "H", "H", "H", "H", "H", "H", "H"],
  "coordinates": [[-5.3372, -8.5848, -0.7658], [-5.2900, -9.2586, 0.6102], [-4.6245, -8.3237, 1.6701], [-3.1481, -8.6903, 1.9201], [-2.6326, -8.5169, 3.3694], [-3.2613, -7.3844, 4.1792], [-2.6470, -6.1417, 3.7855], [-3.4664, -5.2094, 3.3239], [-4.5745, -5.3403, 2.8845], [-2.8886, -3.9466, 3.3631], [-1.8982, -3.7745, 2.4228], [-1.5267, -4.7575, 1.5381], [-1.2594, -2.5323, 2.3869], [-4.3277, -8.2750, -1.0502], [-5.9124, -7.6627, -0.6742], [-5.7610, -9.2433, -1.5217], [-4.7911, -10.2287, 0.6084], [-6.3229, -9.4060, 0.9368], [-5.2513, -8.3698, 2.5571], [-4.6303, -7.3372, 1.2100], [-2.5209, -8.1589, 1.2028], [-3.0223, -9.7493, 1.6741], [-1.5674, -8.2785, 3.3224], [-2.7465, -9.4597, 3.9054], [-4.3458, -7.3767, 4.1817], [-2.9561, -7.5535, 5.2154], [-0.5661, -4.7836, 1.5290], [-0.5330, -2.5723, 3.0175], [-2.8190, 2.3455, -0.3157], [-1.8061, 2.9804, 0.5725], [-0.8227, 3.7962, -0.4561], [-1.3435, 4.9851, -1.0648], [-1.5440, 6.1073, -0.0622], [-0.8964, 1.6542, 0.8851], [-1.3050, 0.3301, 0.5355], [-0.7562, -0.0583, -0.8221], [-1.2586, 3.7269, 1.9165], [-0.3846, 3.1548, 2.9005], [1.0606, 3.1627, 2.4518], [-2.2804, 4.7548, -1.5798], [-0.6216, 5.2958, -1.8166], [-2.3226, 5.8547, 0.6628], [-1.8398, 7.0245, -0.5726], [-0.6280, 6.2921, 0.4987], [-2.3868, 0.2253, 0.5811], [-0.8958, -0.3378, 1.2929], [-0.9980, 0.6882, -1.5796], [-1.1576, -1.0215, -1.1397], [0.3329, -0.1298, -0.7841], [-0.7212, 2.1631, 3.1925], [-0.4796, 3.7817, 3.7896], [1.1923, 2.7143, 1.4699], [1.6770, 2.6171, 3.1678], [1.4328, 4.1866, 2.3810], [3.8025, 4.7429, -4.9426], [4.3368, 4.3344, -3.6153], [3.2514, 4.9148, -2.5379], [1.9628, 4.2938, -2.4694], [2.0255, 2.8828, -1.9229], [5.5508, 5.4224, -3.4598], [5.9730, 6.2637, -4.5296], [5.2571, 7.5977, -4.4826], [5.0421, 3.2947, -2.5768], [6.3265, 3.4654, -1.9602], [6.2722, 4.4166, -0.7849], [1.4963, 4.3045, -3.4595], [1.3570, 4.9110, -1.8107], [2.5688, 2.2228, -2.6065], [1.0232, 2.4785, -1.7826], [2.5512, 2.8645, -0.9681], [5.8463, 5.7719, -5.4922], [7.0465, 6.4225, -4.3980], [4.1762, 7.4677, -4.4320], [5.4968, 8.1963, -5.3626], [5.5519, 8.1547, -3.5915], [7.0759, 3.7559, -2.6926], [6.6217, 2.4779, -1.5991], [5.8061, 5.3651, -1.0400], [7.2801, 4.6133, -0.4168], [5.6825, 3.9864, 0.0266]],
  "forces_ev_per_a": [[0.492, -0.163, 0.515], [-0.272, 0.755, 0.425], [0.250, -0.809, -1.179], [-0.280, -0.383, 0.248], [-0.238, 0.582, -0.656], [0.851, -1.273, 0.495], [-0.648, 0.499, 0.455], [-0.907, 0.776, -0.706], [0.482, -0.269, 0.609], [0.255, -1.253, -0.528], [0.319, 0.952, -0.160], [-0.305, -0.251, 0.662], [0.145, -0.669, 0.361], [-0.026, -0.158, -0.235], [-0.187, -0.102, -0.189], [-0.011, 0.145, -0.129], [-0.063, -0.033, -0.193], [0.020, -0.284, -0.094], [0.236, 0.286, 0.194], [-0.353, 0.291, 0.622], [0.029, 0.162, 0.147], [0.088, 0.036, 0.011], [0.063, -0.257, 0.168], [-0.091, 0.093, 0.144], [-0.016, 0.423, -0.440], [0.027, 0.306, 0.015], [0.087, 0.028, -0.617], [0.062, 0.532, 0.080], [-2.134, 2.262, 1.737], [5.640, -3.525, -1.819], [-0.810, 0.402, 0.503], [-0.157, 0.241, -0.093], [-0.045, -0.101, 0.110], [-0.167, 0.399, 0.408], [0.137, -0.263, -0.237], [0.125, 0.100, -0.109], [-2.455, 0.562, -0.706], [0.125, -0.264, 0.708], [0.102, 0.261, -0.327], [0.028, -0.063, 0.007], [0.026, -0.142, -0.027], [-0.010, 0.055, -0.034], [-0.008, -0.024, -0.028], [0.030, 0.020, -0.038], [-0.029, 0.165, -0.112], [0.044, 0.143, 0.087], [-0.187, -0.015, 0.042], [0.013, -0.010, 0.021], [-0.008, -0.051, 0.030], [-0.012, -0.066, -0.240], [-0.196, 0.142, -0.157], [-0.119, -0.163, 0.049], [-0.052, 0.030, 0.059], [-0.006, 0.000, 0.105], [-0.163, -3.334, -0.314], [1.343, 5.652, 2.737], [0.214, -0.820, -0.439], [-0.286, -0.121, 0.003], [0.160, -0.157, -0.104], [0.030, -0.621, 0.108], [0.022, 0.349, -0.127], [-0.096, 0.090, 0.139], [-1.244, -0.961, -1.953], [0.699, -0.204, 0.092], [-0.367, 0.087, 0.160], [0.050, 0.047, -0.007], [0.182, 0.127, 0.044], [-0.045, -0.006, 0.021], [-0.017, 0.078, 0.005], [-0.039, 0.023, 0.037], [-0.204, -0.052, 0.043], [-0.016, -0.092, 0.143], [0.005, -0.122, -0.146], [0.023, -0.003, 0.009], [0.048, 0.008, -0.026], [-0.144, 0.184, -0.078], [-0.238, -0.084, -0.126], [0.108, 0.017, -0.172], [0.017, -0.076, -0.021], [0.073, -0.068, 0.009]]
}

=====

# 6
{
  "formula": "C4H2N2O",
  "method": "ωB97M-V with the def2-TZVPD basis set",
  "multiplicity": 1,
  "e_above_lowest_ev": 4.353,
  "lumo_energy_ha": -0.05039,
  "e_tot_ha": -338.181439,
  "elements": ["C", "C", "C", "O", "N", "C", "N", "H", "H"],
  "coordinates": [[-0.0114, 0.2016, 0.7546], [0.5681, 0.4936, -0.9731], [0.8318, -0.7982, -0.5117], [0.4872, 1.3442, 0.2055], [0.8074, -0.8681, 0.8680], [-1.4051, 0.1943, 1.1188], [-2.4593, 0.2011, 1.5841], [0.2365, 0.9082, -1.9090], [0.9448, -1.6767, -1.1373]],
  "forces_ev_per_a": [[1.354, -0.422, -0.074], [0.273, -0.916, -0.395], [0.025, 1.157, -0.923], [-0.585, -0.303, 0.348], [-0.735, 0.398, 0.726], [-0.764, 0.099, 0.566], [0.485, -0.023, -0.342], [0.108, -0.009, 0.034], [-0.160, 0.019, 0.061]]
}